(1)
14
Properties=species:S:1:pos:R:3:forces:R:3:lowdin_charge:R:1 method="wB97M-V/def2-TZVPD" charge=+1 multiplicity=1 energy_ev=-4755.81727 e_above_lowest_ev=1.0478 smiles=CC[NH2+]C
H 1.8045 -1.4748 0.7011 0.504 -0.337 -0.258 0.10
H 0.1979 -2.1289 0.4246 -0.301 -0.541 -0.815 0.09
C -0.1229 0.1346 -0.7734 0.054 0.531 -0.573 -0.20
H -0.5197 0.2289 1.1902 1.016 -0.362 -0.280 0.19
H -1.9650 1.1044 -0.3857 0.440 0.743 -0.300 0.10
H -0.4382 2.1727 -0.3318 -0.784 0.014 -0.369 0.10
H 1.1305 0.4176 1.0856 -0.615 1.232 -1.241 0.19
C -0.9979 1.3758 -0.8586 0.570 -0.320 -0.239 -0.05
H -0.6690 -0.7302 -1.0489 -0.939 -1.031 0.371 0.12
H 0.6494 0.0549 -1.5063 1.254 0.641 0.030 0.13
H -1.1227 1.6341 -1.9350 -0.139 -0.013 0.948 0.11
H 0.7008 -1.8921 2.0165 -0.192 1.656 -0.320 0.13
C 0.7746 -1.4415 0.9944 -0.141 -1.409 0.100 0.00
N 0.3281 -0.0515 0.6340 -0.727 -0.806 2.946 0.00

---

(2)
15
Properties=species:S:1:pos:R:3:forces:R:3:lowdin_spin:R:1 method="wB97M-V/def2-TZVPD" charge=-1 multiplicity=2 energy_ev=-6251.30330 s_squared=0.750 e_above_lowest_ev=0.7011
H -0.8040 -1.6500 -0.8235 0.372 0.085 -0.141 0.01
H 0.7018 -2.1116 -0.2022 0.306 0.198 -0.287 0.07
H -1.8909 0.3341 1.3405 0.160 0.194 -0.353 0.00
H -0.9971 0.8920 -1.1357 -0.346 0.671 0.522 0.01
H -0.4349 0.8711 2.1949 -0.258 -0.115 0.073 0.03
H 0.3975 1.8276 -0.2650 -0.735 0.240 -0.165 0.08
N -0.1141 -1.5303 -0.0951 -0.793 0.374 0.388 0.05
N 0.8908 0.4974 -1.8275 -0.324 0.131 0.147 0.08
H 1.4455 1.2975 -2.1169 0.024 0.067 0.093 0.07
C -0.8551 0.0534 1.5812 -0.866 1.313 0.215 0.07
C 0.0745 -0.1342 0.3952 -0.220 -3.002 1.012 0.17
H -0.9959 -0.8312 2.1946 0.628 -0.230 -0.038 0.01
H 1.5484 -0.1875 -1.4776 0.230 -0.089 -0.014 0.07
H 1.0375 -0.2230 0.9320 0.212 0.690 -0.912 0.10
C -0.0040 0.8946 -0.6950 1.610 -0.527 -0.538 0.18

---

(3)
15
Properties=species:S:1:pos:R:3:forces:R:3:lowdin_charge:R:1 method="wB97M-V/def2-TZVPD" multiplicity=1 energy_ev=-6251.63500 e_above_lowest_ev=1.7933 smiles=CCNCN
N -0.1320 0.0120 -0.6354 -0.608 0.693 0.706 -0.09
H 3.1555 0.0287 0.2856 -0.175 -0.056 -0.195 0.06
H 1.0684 1.0600 0.8023 -0.385 -1.144 -0.614 0.12
C 0.9643 0.0137 0.3736 0.937 0.670 -0.642 -0.32
H 0.6848 -0.6587 1.2485 0.712 0.525 -0.889 0.11
H -2.6701 1.1875 -1.0449 0.491 -1.793 1.939 0.08
H 2.3795 -1.4659 -0.2461 0.266 0.488 -0.412 0.07
H -1.0352 0.8684 1.1047 0.064 -0.544 -0.646 0.11
N -2.6558 0.4379 -0.2558 -1.322 2.274 -3.127 -0.07
C -1.2805 0.1580 0.2825 -2.372 -1.039 0.903 -0.36
H -3.6460 0.5690 0.1828 3.348 -0.745 0.070 0.10
H 2.4269 -0.0304 -1.3606 -0.363 -0.086 0.786 0.08
C 2.3165 -0.3605 -0.3054 -0.435 -0.875 0.714 -0.11
H -0.2374 -0.9283 -1.0658 0.394 0.914 0.369 0.12
H -1.3389 -0.8914 0.6341 -0.552 0.717 1.039 0.10